# 1
32
Properties=species:S:1:pos:R:3:forces:R:3:nbo_charge:R:1 method="wB97M-V/def2-TZVPD" e_tot_ha=-672.5794 homo_ev=-7.7647 relative_energy_kcal_mol=66.4
C -3.502315 -0.560627 0.384861 -0.4308 1.5970 1.1591 -0.251
C -3.502749 0.855490 0.281507 1.8214 -0.8510 -0.4354 -0.179
C -2.275742 -1.227554 0.316048 0.6076 1.3070 -0.5564 -0.197
C -2.257701 1.509608 0.115568 -3.4929 1.2818 0.4683 -0.262
C -1.111127 -0.526948 -0.000380 0.3101 -2.4141 -0.2327 -0.068
C -1.114899 0.835106 -0.042229 2.1752 0.1670 -1.1498 0.144
C 0.216464 -1.258875 -0.274402 0.6704 4.3027 0.6212 0.038
C 1.255304 0.604751 -0.160799 -3.2290 -3.5168 -0.7142 0.463
C 0.662331 -2.138851 0.890686 0.7683 2.3624 -2.2118 -0.664
C 0.424484 -1.686470 -1.723435 1.8732 0.7257 -0.3836 -0.663
C 0.372890 2.840926 -0.151829 -1.6637 -1.6016 -0.1098 -0.403
C 2.008680 0.653718 1.136458 0.0918 0.8550 0.9864 -0.148
N 0.096229 1.417961 -0.465681 1.4277 0.6233 0.6738 -0.466
O 2.153677 0.536113 -1.178482 0.8428 0.6868 -1.3786 -0.746
O 3.077260 -0.218991 0.982226 0.9811 -1.1881 0.5103 -0.724
H -4.438507 -0.926711 0.806618 0.2861 -0.7892 -0.6080 0.218
H -4.396307 1.473513 0.269866 0.0066 -0.3772 0.3449 0.214
H -2.020323 -2.245619 0.452975 -0.9704 -1.2475 0.2358 0.210
H -2.297393 2.585233 0.123360 0.1755 0.2447 -0.1828 0.207
H 0.591297 -3.140740 0.733102 -0.3208 -3.0674 -0.7780 0.205
H 0.086856 -1.907696 1.713664 -1.0277 0.6063 1.9815 0.213
H 1.688644 -1.894101 1.028853 0.8732 -0.1012 0.5848 0.254
H 0.364212 -0.873850 -2.545053 -0.7398 -1.2335 1.4416 0.204
H -0.212694 -2.514735 -1.859892 -1.4767 -0.6819 -0.8500 0.231
H 1.400033 -2.186315 -1.968709 -0.2788 0.6542 0.8484 0.221
H 1.218570 3.169705 -0.678724 1.0513 0.4185 -0.8920 0.209
H -0.501204 3.418558 -0.393915 -0.1187 0.4448 -0.1901 0.205
H 0.565510 2.894626 0.885162 0.1803 0.5628 1.3714 0.179
H 1.372907 0.420664 2.018129 0.1522 -0.5886 -0.7053 0.195
H 2.481448 1.585228 1.492764 -0.5689 0.6177 -0.7934 0.176
H 1.729241 0.232373 -2.003633 0.1256 0.2865 0.6730 0.497
H 3.392553 -0.105740 0.072124 -0.1020 -0.0861 0.2713 0.491

# 2
30
Properties=species:S:1:pos:R:3:forces:R:3:nbo_charge:R:1 method="wB97M-V/def2-TZVPD" e_tot_ha=-808.5016 homo_ev="-7.0358 / -6.7550" relative_energy_kcal_mol=184.1
C -1.571928 0.712869 -1.382795 -0.6323 -0.3254 0.0224 0.169
C -0.537303 0.163107 -0.733685 -0.8923 1.0570 -1.2926 -0.220
C -1.783419 2.884984 0.988152 0.0566 0.3783 0.2280 -0.437
C -2.649289 1.140388 -1.990097 -0.3400 -0.8006 2.0526 -0.500
C -0.069760 -1.106182 -1.170867 -0.0026 -0.1112 1.0310 -0.132
C 0.711879 -2.000564 -0.430571 -1.2482 -0.5761 -3.7308 -0.273
C 1.012762 -3.170990 -1.060810 0.7668 -0.5914 -1.3976 -0.123
C 0.390309 1.066393 -0.011064 0.1796 2.4217 0.5860 -0.082
C -3.018583 3.107033 1.676823 -1.9369 -2.6494 0.0544 -0.728
C 1.705097 -4.302337 -0.362049 1.9629 -0.8262 -2.0104 -0.656
C 1.613842 1.406215 -0.895328 -0.3551 -0.9620 1.0842 -0.642
C 0.720469 0.762456 1.444082 -0.5054 2.4088 -0.1392 -0.674
P -0.468179 3.073520 0.164900 0.8544 -1.0272 -0.3979 0.612
H -3.638403 1.172095 -1.507002 0.5252 -0.3007 0.1940 0.213
H -2.728525 1.458891 -2.972308 0.5143 0.7860 -1.8786 0.212
H -0.397579 -1.462584 -2.112884 -0.4088 -0.1299 -0.8089 0.195
H 0.882364 -1.782526 0.542457 0.8955 0.3034 2.9799 0.206
H 0.799098 -3.215528 -2.208925 0.3100 -0.1861 2.3285 0.193
H -3.183063 4.070249 2.055891 0.4437 1.5329 1.1055 0.234
H -3.194132 2.297918 2.533138 0.0360 1.6881 -1.8428 0.230
H -3.850742 3.122733 0.898626 0.6845 -0.8417 0.8929 0.240
H 1.197357 -5.260015 -0.509770 -0.5419 0.2016 0.6269 0.224
H 1.866225 -4.002161 0.669550 0.0945 -0.5505 0.1183 0.217
H 2.736686 -4.660430 -0.872666 -1.8189 1.4254 1.1237 0.212
H 1.455257 1.226923 -1.937218 -0.5085 0.1020 -0.6573 0.221
H 2.420810 0.743122 -0.633177 0.6220 -0.2410 0.2479 0.207
H 1.919206 2.416117 -0.740496 0.4302 0.7409 0.0908 0.213
H 1.589929 0.239049 1.519661 2.1414 -2.6837 0.1174 0.210
H -0.063882 0.477225 2.084650 -1.2988 -1.3714 0.1625 0.231
H 1.053935 1.573972 2.102756 -0.0280 1.1286 -0.8907 0.228

# 3
60
Properties=species:S:1:pos:R:3:forces:R:3:nbo_charge:R:1 method="wB97M-V/def2-TZVPD" e_tot_ha=-7997.6127 homo_ev=-3.1448 charge=-2 relative_energy_kcal_mol=243.3
Ca -11.491220 5.182180 7.622260 -0.0667 -0.1898 -2.6015 1.856
As -10.772790 -0.090550 6.089160 -1.1763 0.1066 -1.7726 2.797
F -12.527170 -0.190180 6.378040 1.3331 -0.4246 0.1841 -0.622
F -10.319050 -1.033830 7.590810 -0.7807 1.2956 -1.5762 -0.636
F -9.086040 0.116970 5.719180 -0.5636 0.0802 0.6455 -0.609
F -11.153640 0.723460 4.494520 0.4167 -0.4528 2.1187 -0.628
F -10.903090 1.486580 7.006580 0.6316 -1.0933 -0.5067 -0.665
F -10.816470 -1.597540 5.125830 0.0792 0.6953 1.2168 -0.635
As -10.990370 9.164710 3.246790 0.3881 -1.2114 0.8373 2.792
F -10.821420 10.555500 4.354050 -0.2066 -0.5770 -0.9661 -0.639
F -12.754180 9.349220 3.286060 0.9351 0.0241 0.1548 -0.636
F -11.243340 7.646260 2.294110 0.8064 1.8441 1.0719 -0.609
F -9.150750 9.162480 3.147510 -2.5048 -0.5542 0.2318 -0.620
F -11.101910 8.152770 4.808610 0.4400 0.9120 -1.7832 -0.655
F -10.976160 10.144970 1.784680 0.0331 -0.3154 0.6922 -0.632
C -15.402500 5.656000 5.419470 4.5746 -1.5027 -0.4248 0.285
O -15.046160 6.347660 6.641650 -3.1046 1.6635 0.0583 -0.566
O -14.176690 5.002680 5.183610 -2.6210 0.0711 0.2065 -0.876
C -16.687730 4.766340 5.613510 3.9348 -0.9572 -1.9521 0.909
F -16.562210 4.104850 6.701160 0.0007 -1.7157 3.3245 -0.322
F -17.778090 5.429140 5.648170 -3.2055 2.3544 0.1773 -0.330
F -16.869130 3.818370 4.655270 0.2860 0.2936 -0.6382 -0.347
C -15.914480 7.487320 6.915440 0.6835 -0.1874 2.9664 -0.095
C -16.454490 7.386720 8.402220 -0.3956 0.1834 -0.8418 -0.637
H -16.125500 6.483310 8.915740 0.2165 0.1834 0.0089 0.217
H -16.272050 8.301500 8.966140 0.4393 -0.1204 0.1979 0.187
H -17.541420 7.352070 8.328080 -0.1706 -0.3123 0.2316 0.188
H -16.868270 7.657680 6.416060 0.7357 -0.5029 -1.2719 0.184
H -15.273390 8.368740 6.901830 -0.1546 0.1382 -0.5666 0.174
H -15.634970 6.377660 4.636350 -0.1148 0.4120 -0.2134 0.121
N -8.030590 5.384580 5.207640 -0.1051 -0.3512 -2.1558 0.720
O -7.083770 5.844240 4.587590 0.9391 0.0648 -0.7921 -0.507
O -8.154270 5.700820 6.378860 -1.1345 0.8171 4.2179 -0.636
O -8.864210 4.641300 4.688330 -0.6602 -0.5773 -0.3093 -0.531
C -17.629040 3.933140 13.589770 -1.5879 2.0828 -0.6435 -0.618
C -16.264980 3.399380 13.539610 -2.2266 1.3090 3.1631 0.038
C -16.354730 1.995950 13.133760 1.3704 -0.7288 -0.4068 -0.074
O -15.508410 2.074790 12.008970 2.2140 -0.8973 -1.8472 -0.492
C -14.888100 3.318710 11.864970 1.5246 -0.9217 -4.7523 0.982
O -14.091960 3.699400 10.993070 -1.9715 -2.1139 2.6963 -0.597
O -15.476590 4.128520 12.652270 -0.4244 1.8681 2.1878 -0.451
H -18.256950 3.381210 14.289200 0.0035 0.0278 -0.1050 0.214
H -18.066440 3.968510 12.592000 -0.2219 -0.6564 -0.1406 0.222
H -17.650660 4.997820 13.822320 0.1159 0.0443 0.6236 0.219
H -15.928940 3.478250 14.573510 0.9400 0.1710 -0.1406 0.179
H -17.340990 1.607650 12.879580 0.0348 0.3322 -0.3854 0.195
H -15.966590 1.369120 13.936590 0.3619 -0.4216 -0.3460 0.181
C -11.115390 12.899540 11.753100 -0.3119 1.5974 2.0466 -0.632
C -11.461300 11.527690 12.249440 -0.1868 1.3329 0.1666 0.070
C -12.814380 10.965430 11.900950 -1.7233 3.3336 3.5784 -0.085
O -12.594390 9.837660 11.235880 -0.8949 -2.8506 -2.6587 -0.455
C -11.342330 9.705020 10.879310 3.9762 -3.1717 -1.8774 0.983
O -10.846110 8.737080 10.198330 -2.3921 5.1071 3.4342 -0.599
O -10.661400 10.786220 11.480810 2.7227 -5.7065 -3.2707 -0.485
H -10.069040 13.095710 11.519100 0.0005 -0.9688 -0.5920 0.244
H -11.115640 13.442600 12.698190 -1.0335 1.3380 -0.2970 0.206
H -11.778600 13.225520 10.951860 0.0986 0.3506 0.2796 0.221
H -11.273680 11.399810 13.315520 0.4153 -0.0321 0.1099 0.164
H -13.378150 11.792400 11.469220 -0.4574 -0.6312 -1.0276 0.187
H -13.334250 10.693550 12.819590 -0.2544 0.1117 0.0346 0.183

# 4
45
Properties=species:S:1:pos:R:3:forces:R:3:nbo_charge:R:1 method="wB97M-V/def2-TZVPD" e_tot_ha=-4017.6945 homo_ev="-9.1030 / -9.3407" relative_energy_kcal_mol=88.1 multiplicity=2
Ru 1.049410 0.219717 1.655370 1.4903 0.9338 -2.0996 1.234
O -1.842191 -1.201228 -0.984451 0.0710 -0.0093 0.0845 -1.016
As -1.394344 0.428511 -0.501144 -1.6802 0.4045 -0.9015 2.450
O -1.956991 1.353463 -1.698392 -0.3103 0.4658 -0.1723 -1.142
O 0.268050 0.596885 -0.414062 1.8570 -0.6387 2.7316 -1.096
C -2.240942 0.847356 1.200405 0.2574 -0.2087 -0.6315 -0.434
C -3.041082 1.982710 1.181244 -0.0640 -0.0372 -0.2202 -0.170
C -3.704764 2.380063 2.328728 0.0826 0.0258 -0.0205 -0.182
C -3.575599 1.647079 3.499023 -0.0069 -0.1122 -0.0431 -0.194
C -2.772609 0.520101 3.516886 0.0344 -0.0627 0.1829 -0.201
C -2.101030 0.133523 2.369432 0.2006 -0.4407 0.1731 -0.255
S -1.016931 -1.280370 2.556547 -1.7930 -0.7142 0.8368 2.376
O -1.755771 -2.362452 3.129792 0.2394 0.3387 -0.0468 -0.907
O 0.080953 -0.773956 3.422592 0.6972 1.0473 -0.5413 -0.922
O -0.439882 -1.589645 1.227115 1.2927 0.6799 0.1706 -0.972
H -1.547411 -1.819024 -0.307722 -0.0152 -0.2127 0.1064 0.501
H -3.132745 2.524290 0.245425 -0.0159 0.0031 0.0817 0.261
H -4.316230 3.268950 2.313950 -0.0848 0.0669 -0.0213 0.223
H -4.112888 1.946588 4.387251 0.0327 -0.0001 0.0692 0.223
H -2.643409 -0.077540 4.405062 -0.1034 0.0152 0.2176 0.234
N 2.909186 0.474646 3.237091 -1.2957 -0.5976 -0.8398 -0.986
H 3.566356 1.197716 2.963513 -0.2387 -0.0200 -0.1064 0.409
H 3.336288 -0.438411 3.107883 0.0843 0.1820 0.1443 0.403
H 2.621712 0.593171 4.201849 0.0186 -0.0049 -0.0703 0.401
N 2.853373 -0.537394 0.458505 -0.8505 0.2601 1.1955 -0.532
C 2.501635 -0.713136 -0.641094 0.1503 -0.2124 -0.6532 0.649
N 2.197792 -1.015203 -1.850823 0.1360 0.0047 0.3716 -0.435
C 2.322740 -0.051480 -2.931102 -0.0442 0.6572 -0.7183 -0.201
C 0.961729 0.214827 -3.571294 -0.0696 0.1690 0.2488 -0.430
C 0.266916 -1.080275 -4.029866 -0.0076 -0.0357 -0.0151 -0.410
C 1.016957 -2.319515 -3.536485 -0.1645 0.1471 0.0716 -0.411
C 1.314326 -2.162874 -2.053525 -0.4321 -0.8756 0.0832 -0.213
H 3.014594 -0.462304 -3.675982 0.0372 0.1305 0.1844 0.197
H 2.738383 0.871692 -2.522503 0.0305 -0.1306 -0.0600 0.232
H 1.112720 0.880588 -4.420926 0.0090 0.1040 0.0728 0.220
H 0.330811 0.733409 -2.839797 0.1600 0.0152 -0.2686 0.257
H 0.192124 -1.107073 -5.118071 -0.0599 -0.0383 0.0352 0.211
H -0.747940 -1.087806 -3.621971 0.0668 -0.0654 -0.1069 0.236
H 1.944360 -2.458812 -4.099198 -0.0399 -0.1161 0.0490 0.200
H 0.399203 -3.208001 -3.674607 0.1094 -0.0274 0.0117 0.231
H 1.801400 -3.048625 -1.629764 -0.0871 0.1079 -0.0983 0.210
H 0.371290 -1.988416 -1.516340 0.2507 -0.0223 -0.1252 0.225
O 0.099008 2.460438 1.865842 0.6325 -1.2004 0.2266 -0.443
N 1.023527 3.061158 1.316204 -0.2483 1.2939 -0.2274 0.398
O 2.047916 2.446660 1.049409 -0.3287 -1.2694 0.6386 -0.424